ORCA calculation (ωB97M-V/def2-TZVPD) on a molecular structure, C28H32Cl2N2O6TeTl.

The geometry in XYZ format:
```
72
Properties=species:S:1:pos:R:3:forces:R:3:mulliken_spin:R:1
Tl 0.242 -0.513 0.184 0.26 0.35 0.77 -0.020
Te 2.006 2.698 2.095 -0.06 -0.08 -0.13 -0.004
Cl -1.365 1.600 -2.236 0.11 -0.03 -0.24 0.001
Cl -2.799 -0.874 -1.495 0.01 -0.21 -0.19 0.002
O 2.124 -1.238 1.068 0.08 0.04 0.06 1.005
O 2.196 -1.520 -3.710 -0.02 -0.07 0.04 0.022
O -2.327 1.282 0.605 0.24 0.08 0.13 0.001
O -1.170 -2.131 1.540 -0.02 -0.05 0.06 -0.133
O -1.695 -4.296 1.666 -0.02 0.07 0.03 -0.018
O 1.428 -0.255 -2.008 0.04 -0.03 -0.06 0.143
N 0.165 -2.400 -0.832 -0.12 -0.09 -0.25 -0.065
N -0.043 1.371 1.056 -0.09 -0.18 -0.04 -0.004
C 4.556 0.492 2.042 0.02 -0.01 -0.02 0.002
C 6.106 4.904 4.031 0.00 0.00 0.01 0.000
C -0.460 -3.490 -0.254 0.01 0.05 0.05 -0.299
C 0.857 -2.552 -2.034 -0.05 0.00 0.10 0.192
C 0.900 -3.794 -2.679 0.04 0.00 -0.05 -0.078
C 1.718 -0.515 5.073 -0.01 0.01 -0.01 0.004
C 4.862 4.052 2.122 0.00 0.00 0.00 0.000
C -2.920 0.779 -2.088 -0.19 0.10 -0.06 -0.002
C 0.251 -4.889 -2.111 0.00 0.02 0.03 -0.042
C 2.350 0.954 3.268 -0.06 -0.01 0.04 -0.034
C 4.882 3.878 0.620 -0.03 -0.02 0.03 0.000
C -1.462 3.213 1.682 0.03 0.02 -0.01 -0.002
C 3.818 -0.806 4.004 -0.02 -0.06 -0.04 -0.007
C 3.544 0.243 3.125 -0.02 0.01 -0.07 0.063
C 2.923 -1.201 4.975 0.00 -0.04 0.03 0.002
C 7.325 5.570 4.616 -0.03 -0.02 -0.01 0.000
C 3.810 3.627 2.945 0.15 0.09 0.01 0.002
C 3.210 -2.373 5.876 -0.01 0.02 0.00 0.000
C 3.926 3.877 4.329 -0.05 -0.03 0.04 0.002
C 0.090 1.238 4.430 0.03 -0.01 -0.03 0.000
C -0.425 -4.740 -0.898 0.00 -0.06 0.03 0.235
C 2.832 3.488 5.287 0.06 0.01 0.03 0.001
C 1.482 -1.393 -2.531 -0.09 0.08 -0.05 0.176
C 5.986 4.678 2.674 0.00 -0.02 0.01 0.000
C -1.285 1.823 1.052 -0.20 -0.14 -0.02 0.000
C 1.415 0.555 4.245 0.03 0.01 -0.05 -0.014
C -1.100 -3.240 1.002 -0.02 0.03 -0.13 -0.136
C 5.056 4.497 4.847 0.02 0.00 0.01 -0.001
H 2.706 2.404 5.321 0.02 0.04 0.03 -0.002
H -2.513 3.493 1.637 -0.02 -0.01 -0.01 0.000
H 8.044 5.823 3.837 0.02 0.01 -0.02 0.000
H 5.753 3.291 0.321 0.01 0.00 -0.01 0.000
H 0.216 2.314 4.574 0.00 0.01 -0.01 0.000
H 4.742 -1.361 3.873 0.00 0.01 0.00 0.003
H 3.058 3.842 6.295 0.00 0.02 0.02 0.000
H 4.195 1.202 1.305 -0.01 0.00 -0.03 0.000
H -1.502 -5.097 1.172 0.03 -0.05 -0.04 0.001
H 4.958 4.851 0.127 0.00 0.01 -0.01 0.000
H 2.540 -0.630 -3.843 0.02 0.07 -0.01 -0.001
H 2.462 -3.156 5.737 -0.01 -0.02 0.00 0.000
H -0.435 0.824 5.291 0.00 -0.01 0.01 0.000
H -0.920 -5.606 -0.471 -0.02 0.02 -0.01 -0.006
H -3.515 1.339 -1.379 0.06 0.00 0.07 0.000
H 0.983 -0.830 5.807 0.00 0.00 0.01 0.000
H 3.994 3.377 0.245 -0.03 -0.03 0.01 0.000
H 1.443 -3.877 -3.610 -0.01 0.00 0.00 0.017
H 3.190 -2.080 6.929 -0.01 0.00 0.01 0.000
H 5.119 4.670 5.918 -0.01 0.00 0.00 0.000
H -1.122 3.222 2.719 0.00 0.01 -0.01 0.000
H -0.863 3.949 1.143 0.00 0.02 0.00 0.000
H 7.824 4.916 5.335 0.01 -0.01 0.02 0.000
H 0.272 -5.853 -2.604 0.00 -0.01 0.00 -0.004
H -3.355 0.737 -3.080 -0.06 0.03 0.01 0.000
H 4.738 -0.450 1.523 0.00 0.01 0.01 0.002
H -0.525 1.098 3.542 -0.05 0.00 -0.08 0.001
H 1.877 3.906 4.969 -0.02 0.00 -0.01 0.000
H 7.060 6.490 5.143 0.00 0.02 0.01 0.000
H 6.791 4.988 2.010 -0.01 0.00 0.00 0.000
H 4.189 -2.801 5.661 0.02 0.00 0.00 0.000
H 5.496 0.865 2.459 0.01 0.04 0.02 -0.004
```
Forces are in eV/Å.

Output
E_HOMO (spin up / spin down) in eV: 0.286 / 0.385
Total charge: -2
Gap between HOMO and LUMO (spin up / spin down) in eV: 3.7 / 3.6
Lowest unoccupied orbital energy (spin up / spin down) in eV: 4.02 / 4.02
Multiplicity: 2
Energy relative to the best compared isomer or geometry (same formula, charge and spin) in kJ/mol: 121.51
Maximum force in eV/Å: 0.88

=====

ORCA calculation (ωB97M-V/def2-TZVPD) on a single C4H4O molecule.

The geometry in XYZ format:
```
9
Properties=species:S:1:pos:R:3:forces:R:3:mulliken_charge:R:1
O 1.661 1.679 0.535 0.91 1.55 0.11 -0.540
C 0.804 0.916 0.255 1.73 -0.96 -0.43 0.715
C -0.016 0.331 -0.769 -0.54 0.35 -1.12 -0.339
C -0.196 -1.077 -0.170 -0.34 3.88 -0.32 -0.496
C -0.195 0.111 0.765 -2.93 -1.85 2.25 -0.361
H -1.048 -1.622 -0.395 -2.20 -0.22 -0.12 0.295
H -1.008 0.385 1.467 0.57 -0.26 -0.66 0.245
H 0.577 -1.724 -0.254 2.91 -1.47 0.18 0.236
H -0.579 1.002 -1.434 -0.12 -1.01 0.11 0.245
```
Forces are in eV/Å.

Output
E_HOMO in eV: -9.509
Gap between HOMO and LUMO in eV: 10.5
Lowest unoccupied orbital energy in eV: 0.95
SMILES: O=C1[C@H]2C[C@@H]12
Energy relative to the best compared isomer or geometry (same formula, charge and spin) in kJ/mol: 219.07
Maximum force in eV/Å: 4.13

=====

ORCA calculation (ωB97M-V/def2-TZVPD) on a single C21H23N3O3S molecule.

The geometry in XYZ format:
```
51
Properties=species:S:1:pos:R:3:forces:R:3:mulliken_charge:R:1
S 0.689 0.326 -6.109 0.11 0.02 -0.27 0.049
O 0.470 -1.000 -1.500 0.06 -0.08 -0.55 -0.235
O -2.743 -2.534 1.270 -0.18 -0.17 -0.20 -0.726
O -1.214 -0.970 -4.383 -0.22 0.41 -0.15 -0.526
N 0.111 -0.993 -0.200 -0.24 0.02 0.95 -0.208
N -1.115 -1.270 2.224 0.08 0.07 -0.11 0.078
N 0.824 0.341 3.166 -0.06 0.08 -0.18 -0.345
C -0.266 -1.770 -3.694 0.33 -0.09 0.21 -0.826
C -1.721 -1.875 1.196 0.25 0.24 0.48 0.147
C -1.115 0.386 -4.116 0.05 0.19 0.04 -0.103
C -0.162 2.537 -4.618 -0.01 -0.04 0.03 -0.263
C -0.947 3.104 -3.629 -0.04 0.11 0.06 -0.665
C 2.740 0.595 1.749 0.06 0.03 -0.02 -0.951
C 2.873 0.795 4.266 -0.13 -0.02 0.09 -0.640
C -1.902 0.965 -3.136 -0.01 -0.16 -0.10 -0.165
C -0.239 1.176 -4.872 0.11 -0.32 -0.20 0.657
C 0.870 0.485 5.533 0.01 0.00 -0.11 -0.590
C 2.125 0.576 3.111 0.30 0.04 0.09 0.545
C -0.910 -2.510 4.321 -0.21 0.13 -0.16 -1.405
C 1.613 1.655 -6.932 -0.34 -0.28 0.44 -0.981
C -1.015 -1.661 -0.099 0.28 0.01 -0.97 0.857
C -1.577 -1.343 3.590 -0.18 -0.19 0.26 -0.054
C 2.231 0.748 5.491 0.01 -0.01 -0.12 -0.421
C 0.194 0.288 4.336 0.00 0.18 0.57 0.447
C -1.420 -2.134 -1.372 0.61 0.25 -0.24 -0.944
C -1.820 2.326 -2.891 0.02 0.03 0.01 -0.756
C -1.280 -0.002 4.284 -0.08 -0.14 -0.16 -1.082
C -0.441 -1.686 -2.213 -0.75 -0.44 0.39 0.590
H -2.660 -1.514 3.564 0.18 0.10 0.02 0.464
H 2.032 0.208 1.021 0.02 0.00 -0.02 0.033
H 2.300 2.123 -6.233 0.08 0.11 -0.05 0.282
H 2.171 1.169 -7.726 0.03 -0.01 -0.04 0.378
H 0.171 -2.390 4.318 0.11 -0.02 0.02 0.283
H -0.874 4.165 -3.442 -0.01 0.09 0.02 0.373
H 0.346 0.433 6.475 -0.08 -0.01 0.07 0.385
H 3.649 -0.003 1.732 0.10 -0.02 -0.05 0.398
H -2.293 -2.707 -1.599 -0.20 -0.14 -0.09 0.478
H -0.260 -0.729 2.086 -0.17 -0.05 -0.16 0.465
H -1.773 0.792 3.718 -0.03 0.02 0.06 0.336
H -1.160 -3.443 3.822 0.00 -0.10 -0.02 0.432
H 0.924 2.379 -7.356 0.04 0.10 -0.06 0.331
H 3.932 0.993 4.200 0.09 0.01 -0.02 0.407
H -1.256 -2.561 5.350 -0.02 -0.04 0.17 0.360
H -0.450 -2.788 -4.044 0.11 0.12 0.09 0.403
H -2.581 0.340 -2.576 -0.05 -0.08 0.03 0.513
H 2.784 0.909 6.405 0.04 0.01 0.06 0.414
H 0.759 -1.469 -3.948 -0.11 -0.10 -0.01 0.387
H -1.692 -0.017 5.293 -0.02 0.01 -0.01 0.432
H 0.507 3.165 -5.184 0.07 0.02 -0.07 0.313
H 3.004 1.616 1.475 0.06 0.07 -0.07 0.261
H -2.435 2.772 -2.125 -0.06 0.03 0.07 0.391
```
Forces are in eV/Å.

Output
E_HOMO in eV: -8.141
Gap between HOMO and LUMO in eV: 8.9
Lowest unoccupied orbital energy in eV: 0.73
SMILES: CSc1ccccc1OCc1cc(C(=O)N[C@@H](C)Cc2cccc(C)n2)no1
Energy relative to the best compared isomer or geometry (same formula, charge and spin) in kJ/mol: 220.31
Maximum force in eV/Å: 1.01

=====

ORCA calculation (ωB97M-V/def2-TZVPD) on a gas-phase ion, C3H6N2O2 (charge -1).

The geometry in XYZ format:
```
13
Properties=species:S:1:pos:R:3:forces:R:3:mulliken_spin:R:1
O -2.666 -0.294 1.270 -0.17 -0.07 0.14 0.022
O 2.332 -0.567 -0.001 -0.26 0.33 0.26 0.150
N 1.458 1.639 -0.213 -0.60 1.10 -0.06 -0.087
N -0.796 -0.693 0.026 -0.02 -0.11 0.14 0.056
C 0.187 -0.299 -1.049 -0.09 0.08 -0.16 -0.016
C -2.009 -0.186 0.239 0.10 0.07 0.23 0.019
C 1.426 0.240 -0.454 0.49 -0.83 -0.71 0.817
H -0.354 -1.085 0.847 0.05 -0.11 -0.04 -0.007
H 2.308 1.964 0.216 0.18 -0.35 0.09 -0.003
H -2.407 0.376 -0.611 -0.04 0.14 -0.41 -0.002
H 0.666 2.069 0.291 0.23 -0.44 -0.01 0.057
H 0.377 -1.195 -1.650 0.20 -0.07 0.28 0.003
H -0.332 0.385 -1.729 -0.07 0.26 0.23 -0.008
```
Forces are in eV/Å.

Output
E_HOMO (spin up / spin down) in eV: 0.240 / -3.924
Total charge: -1
Gap between HOMO and LUMO (spin up / spin down) in eV: 3.9 / 8.0
Lowest unoccupied orbital energy (spin up / spin down) in eV: 4.12 / 4.04
Multiplicity: 2
Energy relative to the best compared isomer or geometry (same formula, charge and spin) in kJ/mol: 25.89
Maximum force in eV/Å: 1.26

=====

ORCA calculation (ωB97M-V/def2-TZVPD) on 2 unconnected molecules or ions with the total composition C5H13NO2.

The geometry in XYZ format:
```
21
Properties=species:S:1:pos:R:3:forces:R:3:mulliken_charge:R:1
O 0.948 0.882 -1.762 -0.05 -0.03 0.10 -0.765
O -1.737 0.899 -2.192 0.38 -0.16 0.18 -0.689
N -0.033 0.532 0.239 0.16 -0.06 -0.09 -0.129
C -0.049 0.031 1.600 0.03 -0.06 0.06 -0.983
C -1.733 -1.823 1.185 0.03 0.19 -0.21 -1.203
C 1.045 0.601 -0.567 0.19 0.15 -0.12 0.981
C -0.344 -1.465 1.688 0.03 0.01 0.02 -0.145
C 2.403 0.365 0.047 -0.15 0.36 0.04 -1.309
H -2.504 -1.296 1.747 -0.03 0.00 0.10 0.299
H 3.139 0.454 -0.736 0.15 -0.10 -0.20 0.340
H -2.138 1.497 -2.823 0.06 0.09 -0.07 0.294
H -0.753 0.974 -2.278 -0.46 0.04 -0.08 0.430
H 0.419 -2.004 1.121 -0.01 -0.01 -0.12 0.205
H -1.925 -2.887 1.259 -0.03 -0.17 0.03 0.365
H 2.449 -0.614 0.505 0.13 -0.21 0.16 0.306
H -0.793 0.606 2.154 -0.04 -0.07 0.04 0.385
H -0.909 0.669 -0.242 -0.26 0.05 -0.02 0.304
H -0.210 -1.785 2.722 -0.09 0.04 0.15 0.349
H -1.849 -1.536 0.137 -0.01 -0.05 0.00 0.300
H 2.619 1.129 0.798 -0.07 -0.14 0.04 0.319
H 0.912 0.230 2.067 0.04 0.13 -0.01 0.346
```
Forces are in eV/Å.

Output
E_HOMO in eV: -9.734
Gap between HOMO and LUMO in eV: 10.7
Lowest unoccupied orbital energy in eV: 0.92
SMILES: CCCNC(C)=O.O
Energy relative to the best compared isomer or geometry (same formula, charge and spin) in kJ/mol: 0.00
Maximum force in eV/Å: 0.47

=====

ORCA calculation (ωB97M-V/def2-TZVPD) on a molecular structure, C17H8AsBr2F6I2KN3O8.

The geometry in XYZ format:
```
48
Properties=species:S:1:pos:R:3:forces:R:3:mulliken_spin:R:1
I -4.630 2.800 2.685 0.05 -0.01 -0.02 0.023
I -3.633 -1.969 -0.697 0.07 0.05 0.09 0.029
Br -0.901 -5.368 1.539 0.02 0.04 -0.07 0.000
Br 0.568 -5.666 -1.310 -0.05 0.05 0.11 0.000
As 3.302 -1.856 2.905 0.50 -0.29 0.22 0.000
K 1.207 -1.171 0.548 1.01 0.06 -0.45 -0.003
F 2.048 -1.347 3.979 -0.28 0.20 0.13 0.000
F 3.002 -0.509 1.835 0.65 0.33 0.79 0.001
F 4.422 -0.873 3.773 0.29 0.22 0.28 0.000
F 2.131 -2.814 2.028 0.16 -0.45 0.35 0.000
F 3.622 -3.200 3.939 0.03 -0.27 0.30 0.000
F 4.538 -2.392 1.851 0.32 -0.13 -0.32 0.000
O -0.046 0.551 -0.651 -0.36 0.63 -0.64 0.003
O 1.475 -1.796 -1.650 0.61 0.07 -1.39 0.001
O -0.036 2.875 -6.443 0.06 -0.12 0.18 0.000
O -2.431 1.861 -0.949 -0.06 -0.15 -0.30 0.009
O 3.251 -0.373 -1.735 -0.69 -0.45 -0.05 0.000
O 1.677 1.578 -6.536 -0.03 -0.01 0.08 0.000
O -2.301 3.516 -2.307 -0.04 -0.31 -0.27 0.000
O -0.954 -1.821 0.985 -1.42 -0.44 0.45 0.230
N 0.201 0.222 2.426 -0.48 0.28 0.43 -0.026
N -1.924 2.407 -1.921 0.53 0.36 0.63 0.000
N 0.730 2.062 -5.923 0.02 0.01 -0.05 0.000
C 1.391 0.720 -3.935 -0.07 0.06 -0.14 -0.001
C -0.138 -4.453 0.016 0.09 0.05 -0.05 0.002
C -3.787 0.385 1.170 0.25 -0.03 0.09 -0.106
C 2.075 -0.726 -1.962 0.12 0.21 -0.49 0.000
C -0.544 2.184 -3.872 -0.12 0.04 0.02 0.000
C 0.520 1.658 -4.557 0.17 -0.08 -0.12 0.000
C -1.608 -0.825 1.238 -0.51 0.31 -0.02 0.036
C -0.783 1.788 -2.568 -0.17 -0.06 0.05 0.004
C -2.967 -0.632 0.729 0.08 -0.09 0.01 0.302
C 1.179 0.316 -2.659 -0.05 -0.07 0.15 0.000
C -0.025 2.267 3.629 0.07 -0.04 -0.03 -0.047
C -1.929 1.329 2.515 -0.28 -0.09 -0.16 -0.032
C -3.295 1.326 2.061 0.00 0.04 0.03 0.321
C 0.081 0.854 -1.859 -0.33 0.06 0.23 0.000
C 0.729 1.192 3.149 -0.10 -0.03 -0.02 0.056
C -1.358 2.330 3.313 -0.09 0.02 -0.01 0.082
C -1.089 0.277 2.103 0.04 0.21 0.06 0.099
H -1.203 2.888 -4.351 -0.04 0.08 -0.01 0.000
H -1.968 3.154 3.656 -0.01 0.01 0.00 0.010
H 0.662 -3.816 0.370 0.08 -0.23 -0.01 0.000
H 2.227 0.327 -4.497 0.02 0.00 0.00 0.000
H 1.790 1.110 3.355 -0.02 -0.05 0.01 0.001
H -4.798 0.460 0.798 0.01 0.04 0.01 0.006
H -0.919 -3.866 -0.440 -0.06 0.00 -0.06 0.000
H 0.443 3.036 4.229 0.00 -0.02 -0.02 -0.002
```
Forces are in eV/Å.

Output
E_HOMO (spin up / spin down) in eV: -2.758 / -2.754
Total charge: -2
Gap between HOMO and LUMO (spin up / spin down) in eV: 5.8 / 4.5
Lowest unoccupied orbital energy (spin up / spin down) in eV: 3.02 / 1.75
Multiplicity: 2
Maximum force in eV/Å: 1.55